No. 1
Here is 14 unconnected molecules or ions with the total composition C48H126N2O16 from OMol25. Energies are from ωB97M-V/def2-TZVPD.

The energy relative to the best compared isomer or geometry (same formula, charge and spin) comes out at 101.9 kJ/mol. For the HOMO energy, the calculation gives -8.46 eV. For the orbital gap, the calculation gives 8.6 eV.

Atoms and positions in Å:
C -14.162 12.252 4.392
O -14.817 11.099 3.763
C -15.449 10.218 4.696
C -16.380 9.342 3.803
N -15.605 8.304 3.080
C -16.328 7.208 2.433
C -17.265 7.747 1.390
O -18.345 8.424 1.970
C -19.250 9.077 1.050
H -13.841 12.884 3.563
H -13.383 11.800 5.006
H -14.835 12.899 4.954
H -16.021 10.827 5.396
H -14.705 9.640 5.245
H -16.799 10.000 3.042
H -17.210 8.944 4.388
H -15.042 8.729 2.357
H -16.802 6.670 3.254
H -15.543 6.587 2.000
H -17.663 6.943 0.770
H -16.709 8.345 0.669
H -18.734 9.874 0.515
H -20.082 9.551 1.570
H -19.579 8.317 0.342
C -15.272 5.976 -2.076
O -16.250 5.064 -1.748
C -16.076 3.789 -2.369
C -17.210 2.838 -2.070
N -16.963 2.319 -0.733
C -18.101 1.575 -0.120
C -19.025 2.622 0.549
O -18.371 3.581 1.353
C -19.216 4.590 1.835
H -15.541 6.886 -1.539
H -15.390 6.246 -3.125
H -14.235 5.762 -1.818
H -15.074 3.404 -2.182
H -16.086 3.962 -3.445
H -17.074 2.003 -2.757
H -18.197 3.299 -2.112
H -16.608 3.108 -0.212
H -17.725 0.947 0.688
H -18.611 0.963 -0.864
H -19.711 2.052 1.176
H -19.474 3.207 -0.253
H -19.909 4.198 2.579
H -19.754 5.136 1.059
H -18.526 5.307 2.281
C -22.302 -1.826 -3.347
C -21.069 -1.109 -3.790
C -20.296 -0.573 -2.555
O -20.156 -1.980 -4.414
H -22.852 -2.392 -4.099
H -23.001 -1.159 -2.843
H -22.142 -2.654 -2.656
H -21.488 -0.401 -4.504
H -19.809 -1.384 -2.013
H -20.858 0.020 -1.833
H -19.498 0.055 -2.950
H -20.083 -2.723 -3.811
C -22.321 3.895 -0.254
C -23.601 3.860 -1.124
C -23.734 2.582 -1.942
O -24.681 3.992 -0.290
H -22.228 2.912 0.208
H -22.414 4.690 0.485
H -21.478 4.135 -0.902
H -23.703 4.669 -1.848
H -24.646 2.666 -2.534
H -23.815 1.691 -1.318
H -22.946 2.488 -2.689
H -25.448 4.309 -0.774
C -11.843 2.862 2.042
C -12.987 2.648 1.090
C -13.738 3.914 0.776
O -12.413 1.981 -0.022
H -12.156 3.440 2.912
H -11.056 3.450 1.569
H -11.559 1.977 2.611
H -13.696 1.987 1.587
H -12.987 4.643 0.469
H -14.421 4.261 1.551
H -14.418 3.787 -0.066
H -13.145 1.712 -0.583
C -12.329 3.464 -3.569
C -12.446 2.225 -4.440
C -13.857 1.617 -4.407
O -12.137 2.610 -5.738
H -11.314 3.831 -3.727
H -12.487 3.273 -2.508
H -13.023 4.252 -3.861
H -11.764 1.453 -4.082
H -14.675 2.284 -4.678
H -14.121 1.138 -3.464
H -14.003 0.816 -5.131
H -11.953 1.785 -6.194
C -17.336 0.747 -5.690
C -17.480 -0.564 -6.517
C -16.487 -1.671 -6.137
O -18.810 -1.008 -6.593
H -17.971 1.477 -6.191
H -16.294 1.065 -5.737
H -17.619 0.682 -4.639
H -17.210 -0.448 -7.566
H -16.867 -2.645 -6.447
H -16.426 -1.744 -5.051
H -15.512 -1.526 -6.603
H -19.112 -1.184 -5.699
C -22.476 3.822 -5.908
C -20.972 3.896 -5.552
C -20.529 3.062 -4.338
O -20.358 3.579 -6.741
H -22.976 4.681 -5.461
H -23.044 2.970 -5.533
H -22.828 3.907 -6.936
H -20.699 4.924 -5.314
H -19.442 3.023 -4.279
H -20.931 2.066 -4.527
H -20.961 3.317 -3.370
H -20.549 2.678 -7.010
C -17.622 1.486 5.335
C -17.476 1.341 3.793
C -16.110 0.968 3.349
O -18.302 0.307 3.367
H -18.592 1.826 5.696
H -16.921 2.208 5.754
H -17.414 0.566 5.882
H -17.771 2.288 3.343
H -15.760 -0.036 3.589
H -15.422 1.726 3.723
H -15.979 1.045 2.270
H -19.175 0.643 3.579
C -11.767 7.188 -3.359
C -12.937 7.460 -4.307
C -13.750 8.710 -3.959
O -12.307 7.623 -5.554
H -11.320 6.208 -3.527
H -12.203 7.140 -2.361
H -10.963 7.923 -3.395
H -13.555 6.563 -4.363
H -13.107 9.590 -3.998
H -14.301 8.742 -3.019
H -14.466 8.855 -4.768
H -12.136 6.777 -5.973
C -19.990 6.587 -2.628
C -18.727 7.452 -2.646
C -18.095 7.473 -4.036
O -19.157 8.759 -2.447
H -20.489 6.530 -1.661
H -19.719 5.552 -2.832
H -20.726 6.905 -3.367
H -18.078 7.192 -1.810
H -17.747 6.483 -4.331
H -17.243 8.147 -4.124
H -18.833 7.764 -4.784
H -18.408 9.331 -2.632
C -23.068 0.683 4.786
C -22.068 1.522 3.955
C -21.393 2.479 4.884
O -21.102 0.763 3.357
H -24.043 1.133 4.970
H -22.674 0.414 5.766
H -23.187 -0.278 4.286
H -22.469 2.108 3.128
H -20.783 1.985 5.640
H -22.203 3.063 5.322
H -20.721 3.140 4.337
H -21.543 0.345 2.614
C -20.872 6.780 5.743
C -20.384 6.908 4.308
C -21.473 6.911 3.250
O -19.711 8.113 4.216
H -21.586 5.959 5.811
H -21.493 7.587 6.131
H -20.088 6.564 6.469
H -19.612 6.167 4.099
H -22.132 7.733 3.530
H -21.969 5.943 3.177
H -21.124 7.090 2.233
H -19.209 8.136 3.398
C -15.102 -1.235 0.302
C -14.735 -0.845 -1.102
C -15.753 -1.404 -2.089
O -14.681 0.546 -1.166
H -14.362 -0.913 1.035
H -15.146 -2.317 0.427
H -16.065 -0.915 0.700
H -13.773 -1.231 -1.438
H -15.739 -2.494 -2.095
H -15.612 -1.006 -3.094
H -16.747 -1.053 -1.811
H -15.544 0.894 -0.932


No. 2
Here is a single C3H8N2 molecule from OMol25. Energies are from ωB97M-V/def2-TZVPD.

The energy relative to the best compared isomer or geometry (same formula, charge and spin) comes out at 134.8 kJ/mol. For the HOMO energy, the calculation gives -9.16 eV. For the orbital gap, the calculation gives 10.3 eV.

Atoms and positions in Å:
H 0.212 -3.513 0.986
N 0.307 -2.525 1.154
C 0.263 -1.707 0.204
N 0.417 -0.345 0.462
C -0.365 0.506 -0.408
C 0.009 1.976 -0.344
H 0.261 -2.008 -0.844
H 0.241 -0.200 1.440
H -1.454 0.409 -0.296
H -0.170 0.212 -1.444
H 0.296 2.296 0.664
H -0.840 2.619 -0.573
H 0.824 2.281 -1.001


No. 3
Here is a single C5H10N2 molecule from OMol25. Energies are from ωB97M-V/def2-TZVPD.

The energy relative to the best compared isomer or geometry (same formula, charge and spin) comes out at 394.1 kJ/mol. For the HOMO energy, the calculation gives -8.93 eV. For the orbital gap, the calculation gives 10.0 eV.

Atoms and positions in Å:
C 1.837 0.563 -0.201
C 0.966 -0.337 -1.017
N 0.134 -1.587 -0.305
C -0.459 -0.395 -0.858
C -0.960 0.568 0.190
C -2.038 0.171 1.104
N -0.665 0.320 1.590
H 2.898 0.350 -0.350
H 1.599 0.518 0.863
H 1.633 1.584 -0.537
H 1.293 -0.572 -2.033
H 1.099 -1.818 -0.670
H -1.073 -0.434 -1.761
H -0.849 1.612 -0.111
H -2.753 0.909 1.457
H -2.418 -0.843 0.991
H -0.245 -0.611 1.649


No. 4
Here is 2 unconnected molecules or ions with the total composition H3N3O3 from OMol25. Energies are from ωB97M-V/def2-TZVPD.

The energy relative to the best compared isomer or geometry (same formula, charge and spin) comes out at 667.0 kJ/mol. For the HOMO energy (alpha / beta), the calculation gives -9.48 / -9.48 eV. For the orbital gap (alpha / beta), the calculation gives 9.2 / 9.2 eV.

Atoms and positions in Å:
H -1.696 -0.248 -2.174
N -1.153 -0.856 -1.463
N 0.024 -0.659 -1.223
N 0.909 -0.193 -0.615
O 2.086 -0.303 -0.392
O -0.513 -0.035 1.635
O 0.327 1.159 1.531
H -1.192 0.310 1.047
H 1.209 0.825 1.654


No. 5
Here is a molecular structure, C2F3MgNO4S2Sr from OMol25. Energies are from ωB97M-V/def2-TZVPD.

The spin multiplicity is 2. The energy relative to the best compared isomer or geometry (same formula, charge and spin) comes out at 150.5 kJ/mol. For the HOMO energy (alpha / beta), the calculation gives -12.20 / -12.10 eV. As for the charge: +1. For the orbital gap (alpha / beta), the calculation gives 6.3 / 5.0 eV.

Atoms and positions in Å:
O -4.527 0.264 1.138
C -3.749 -0.072 0.286
O -3.400 -1.137 -0.257
Mg -2.309 1.799 -0.242
Sr -1.285 -1.838 -0.967
N 0.259 1.150 -0.251
S -0.267 0.572 -1.875
S 1.064 0.107 0.613
O 0.569 -1.305 0.425
O 1.231 0.546 1.988
C 2.798 -0.004 -0.096
F 2.781 -0.616 -1.266
F 3.278 1.216 -0.242
F 3.559 -0.683 0.743


No. 6
Here is a single C19H16Cl3NO molecule from OMol25. Energies are from ωB97M-V/def2-TZVPD.

The energy relative to the best compared isomer or geometry (same formula, charge and spin) comes out at 0.0 kJ/mol. For the HOMO energy, the calculation gives -8.35 eV. For the orbital gap, the calculation gives 8.9 eV.

Atoms and positions in Å:
Cl -2.193 5.104 2.666
C -1.617 4.238 1.269
C -2.259 3.055 0.874
C -1.840 2.312 -0.215
C -0.664 2.663 -0.875
C -0.115 1.805 -1.990
O 1.011 0.970 -1.599
C 0.907 0.013 -0.560
C 2.232 -0.748 -0.338
N 2.244 -1.667 0.857
C 2.428 -3.064 0.893
C 2.358 -3.516 2.207
C 2.222 -2.326 2.993
C 2.151 -1.223 2.175
C -0.249 -0.957 -0.812
C -1.135 -1.221 0.231
C -2.217 -2.090 0.039
C -2.433 -2.685 -1.226
Cl -3.819 -3.722 -1.431
C -1.509 -2.462 -2.229
C -0.435 -1.582 -2.051
Cl 0.664 -1.357 -3.376
C 0.014 3.834 -0.536
C -0.445 4.620 0.539
H -3.129 2.676 1.434
H -2.392 1.426 -0.486
H -0.957 1.226 -2.386
H 0.249 2.427 -2.790
H 0.692 0.552 0.376
H 3.045 -0.032 -0.209
H 2.513 -1.377 -1.221
H 2.554 -3.719 0.032
H 2.488 -4.505 2.604
H 2.143 -2.209 4.071
H 1.992 -0.216 2.516
H -0.998 -0.697 1.195
H -2.867 -2.284 0.869
H -1.669 -2.787 -3.253
H 0.942 4.034 -1.061
H 0.094 5.491 0.805


No. 7
Here is 2 unconnected molecules or ions with the total composition C3H11NOS from OMol25. Energies are from ωB97M-V/def2-TZVPD.

The energy relative to the best compared isomer or geometry (same formula, charge and spin) comes out at 44.8 kJ/mol. For the HOMO energy, the calculation gives -9.16 eV. For the orbital gap, the calculation gives 9.7 eV.

Atoms and positions in Å:
N -1.242 0.508 1.317
C 0.180 0.180 1.322
C 0.754 0.359 -0.072
C 2.278 0.265 -0.097
S 2.981 0.692 -1.704
H -1.718 0.270 0.455
H -1.734 0.035 2.064
H 0.346 -0.842 1.664
H 0.670 0.882 1.999
H 0.460 1.355 -0.449
H 0.341 -0.391 -0.755
H 2.684 0.841 0.742
H 2.554 -0.761 0.093
H 3.124 2.002 -1.471
O -4.019 -2.144 -1.855
H -3.750 -1.345 -2.332
H -3.908 -1.906 -0.923


No. 8
Here is a molecular structure, C50H55BiCl3N2PS2Si from OMol25. Energies are from ωB97M-V/def2-TZVPD.

The energy relative to the best compared isomer or geometry (same formula, charge and spin) comes out at 101.5 kJ/mol. For the HOMO energy, the calculation gives -7.33 eV. For the orbital gap, the calculation gives 6.6 eV.

Atoms and positions in Å:
Bi -0.852 1.450 -0.164
C -1.899 -1.670 2.154
C -3.238 -1.114 2.651
C -3.126 -0.711 4.117
C -3.692 0.009 1.739
C -3.625 1.351 2.096
C -3.942 2.351 1.182
C -4.353 2.047 -0.109
C -4.656 3.131 -1.107
C -4.468 0.700 -0.449
C -4.141 -0.294 0.455
H -1.609 -2.558 2.720
H -1.119 -0.915 2.286
H -1.932 -1.931 1.095
H -3.981 -1.915 2.573
H -2.329 0.023 4.263
H -2.881 -1.582 4.727
H -4.055 -0.283 4.496
H -3.308 1.632 3.093
H -3.850 3.390 1.477
H -5.729 3.205 -1.296
H -4.175 2.927 -2.066
H -4.310 4.103 -0.755
H -4.784 0.425 -1.448
H -4.205 -1.330 0.143
C 3.823 -4.330 0.866
C 4.264 -2.867 1.002
C 4.943 -2.678 2.357
C 5.273 -2.525 -0.104
C 3.050 -1.961 0.833
C 2.289 -2.021 -0.330
C 1.246 -1.139 -0.520
N 0.922 -0.227 0.400
C 1.602 -0.179 1.541
C 2.671 -1.025 1.791
C 1.133 0.848 2.524
C 1.649 0.944 3.802
C 1.139 1.873 4.709
C 0.074 2.651 4.278
C -0.389 2.508 2.982
N 0.143 1.653 2.116
C 1.764 1.995 6.093
C 1.665 0.642 6.812
C 3.239 2.387 5.928
C 1.065 3.056 6.941
H 4.682 -4.988 1.006
H 3.401 -4.536 -0.117
H 3.073 -4.584 1.616
H 5.800 -3.349 2.425
H 4.272 -2.915 3.185
H 5.313 -1.660 2.488
H 6.136 -3.189 -0.032
H 5.622 -1.495 -0.008
H 4.839 -2.637 -1.097
H 2.503 -2.728 -1.119
H 0.664 -1.148 -1.432
H 3.220 -0.943 2.714
H 2.445 0.283 4.104
H -0.403 3.373 4.921
H -1.211 3.111 2.619
H 2.198 -0.144 6.277
H 0.624 0.332 6.919
H 2.101 0.723 7.808
H 3.803 1.624 5.391
H 3.697 2.518 6.909
H 3.335 3.324 5.378
H 0.016 2.809 7.117
H 1.117 4.043 6.479
H 1.556 3.120 7.912
Cl -1.076 5.176 -1.850
Si -0.643 4.267 -0.034
Cl -1.768 5.393 1.348
Cl 1.332 4.779 0.424
S 0.710 -1.758 -3.974
P -1.238 -1.609 -3.698
S -1.848 -0.887 -1.917
C -2.014 -0.618 -5.023
C -2.768 0.518 -4.767
C -3.330 1.242 -5.812
C -3.143 0.828 -7.121
C -2.389 -0.310 -7.385
C -1.827 -1.027 -6.343
C -2.072 -3.218 -3.923
C -3.461 -3.297 -3.828
C -4.100 -4.520 -3.915
C -3.355 -5.682 -4.094
C -1.976 -5.609 -4.192
C -1.334 -4.379 -4.103
H -2.921 0.820 -3.739
H -3.920 2.125 -5.601
H -3.586 1.386 -7.936
H -2.241 -0.637 -8.406
H -1.224 -1.903 -6.549
H -4.037 -2.391 -3.678
H -5.178 -4.573 -3.839
H -3.854 -6.640 -4.152
H -1.395 -6.510 -4.337
H -0.256 -4.304 -4.172
C 4.747 1.511 -2.259
C 4.154 1.616 -0.978
C 2.803 1.742 -0.856
C 1.952 1.757 -1.992
C 0.531 1.799 -1.915
C -0.202 1.979 -3.053
C 0.409 2.061 -4.324
C 1.759 1.918 -4.427
C 2.559 1.757 -3.269
C 3.966 1.605 -3.371
H 5.819 1.389 -2.351
H 4.780 1.614 -0.094
H 2.367 1.882 0.124
H -1.285 2.023 -3.013
H -0.204 2.196 -5.205
H 2.242 1.933 -5.396
H 4.409 1.566 -4.359


No. 9
Here is a single C6H4N4O2 molecule from OMol25. Energies are from ωB97M-V/def2-TZVPD.

The energy relative to the best compared isomer or geometry (same formula, charge and spin) comes out at 391.5 kJ/mol. For the HOMO energy, the calculation gives -9.43 eV. For the orbital gap, the calculation gives 8.7 eV.

Atoms and positions in Å:
O 0.652 -2.310 -1.185
C 0.630 -1.271 -0.509
C -0.346 -0.316 -0.426
N -1.657 -0.491 -0.945
C -2.470 0.574 -0.833
C -2.164 1.863 -0.231
N -0.891 1.967 0.247
C -0.061 0.851 0.260
N 0.954 1.138 0.983
C 1.813 0.202 0.985
N 1.768 -1.017 0.294
O 2.721 -1.920 0.622
H -3.405 0.422 -1.247
H -2.614 2.984 -0.243
H 2.683 0.242 1.699
H 2.388 -2.917 0.528


No. 10
Here is 2 unconnected molecules or ions with the total composition C24H30F3N7O3 from OMol25. Energies are from ωB97M-V/def2-TZVPD.

For the HOMO energy, the calculation gives -8.19 eV. For the orbital gap, the calculation gives 8.2 eV.

Atoms and positions in Å:
C 8.664 1.176 -3.017
C 7.591 0.454 -2.220
O 7.535 -0.765 -2.278
N 6.719 1.214 -1.465
C 5.638 0.775 -0.712
C 5.115 -0.481 -0.560
N 4.026 -0.323 0.267
C 3.091 -1.266 0.698
C 2.012 -0.869 1.485
C 0.966 -1.833 1.904
C 0.137 -1.589 3.013
N -0.841 -2.417 3.404
C -1.009 -3.531 2.720
N -2.024 -4.242 3.250
C -0.278 -3.884 1.597
C -0.520 -5.172 0.854
F -0.145 -5.049 -0.447
F 0.220 -6.151 1.432
F -1.832 -5.532 0.851
C 0.739 -3.014 1.190
C 1.923 0.563 1.871
C 2.863 1.480 1.436
C 3.946 1.020 0.580
N 4.905 1.708 0.009
H 9.321 0.453 -3.510
H 8.201 1.806 -3.781
H 9.268 1.801 -2.355
H 6.873 2.215 -1.468
H 5.477 -1.397 -1.013
H 3.232 -2.298 0.399
H 0.280 -0.691 3.603
H -2.552 -3.693 3.918
H -2.533 -4.831 2.598
H 1.330 -3.253 0.309
H 1.109 0.928 2.487
H 2.801 2.529 1.705
C -3.225 -1.820 0.430
C -3.695 -0.401 0.099
C -2.623 0.463 -0.610
C -1.468 0.776 0.363
C -3.231 1.764 -1.195
N -4.305 1.450 -2.154
C -5.620 1.616 -2.013
C -6.177 2.240 -0.748
O -6.386 1.275 -2.899
C -2.166 2.613 -1.917
O -1.741 2.259 -3.010
N -1.691 3.734 -1.362
C -2.085 4.348 -0.093
H -2.454 -1.783 1.193
H -4.064 -2.400 0.813
H -2.833 -2.306 -0.464
H -4.563 -0.517 -0.547
H -4.020 0.093 1.015
H -2.215 -0.117 -1.441
H -1.841 1.327 1.227
H -0.688 1.353 -0.133
H -1.008 -0.149 0.702
H -3.633 2.341 -0.368
H -4.015 1.086 -3.051
H -5.766 3.240 -0.627
H -7.260 2.307 -0.842
H -5.926 1.619 0.108
H -1.000 4.212 -1.921
H -1.533 5.278 0.056
H -1.865 3.679 0.739
H -3.152 4.578 -0.102